Molecular formula: C17H32N4O5S4Ti
Method: DFT, ωB97M-V/def2-TZVPD

```
! RIJCOSX wB97M-V def2-TZVPD def2/J DEFGRID3
* xyz -2 3
Ti -0.4081 -0.5070 0.1671
C -3.2200 3.3368 1.0146
C -2.1448 2.3481 0.6006
S -2.2125 0.7462 1.3569
C -1.2418 2.7189 -0.3329
C -1.3018 4.1177 -0.9181
S 0.0340 1.6535 -0.9787
H -3.8155 2.9193 1.8262
H -3.9004 3.5662 0.1824
H -2.8008 4.2943 1.3510
H -1.0686 4.8899 -0.1721
H -2.2970 4.3561 -1.3166
H -0.5817 4.2130 -1.7316
C 0.8195 -0.2244 3.3142
C 1.6735 0.3744 4.4607
N 2.7287 1.2529 3.9332
C 3.4644 0.5092 2.9013
C 2.5440 0.1698 1.7003
N 1.1320 0.4655 2.0420
C 1.0018 1.9160 2.2625
C 2.0795 2.3940 3.2683
H -0.2482 -0.1014 3.4928
H 1.0254 -1.2831 3.1758
H 2.1496 -0.4195 5.0430
H 1.0643 0.9732 5.1442
H 3.8475 -0.4082 3.3568
H 4.3202 1.1149 2.5911
H 2.6259 -0.8826 1.4463
H 2.7830 0.7644 0.8174
H -0.0080 2.0886 2.6345
H 1.0898 2.4125 1.3000
H 1.6431 3.0400 4.0359
H 2.8646 2.9625 2.7613
C -2.8586 -4.5652 -2.3981
C -2.6660 -3.0959 -2.2020
C -3.3206 -1.9884 -2.6915
C -2.6421 -0.8833 -2.1319
N -1.6443 -1.2953 -1.3522
N -1.6859 -2.6441 -1.4256
C -2.9607 0.5541 -2.3426
H -2.6656 -4.8577 -3.4318
H -3.8784 -4.8615 -2.1489
H -2.1756 -5.1264 -1.7583
H -4.1739 -1.9611 -3.3507
H -0.9718 -3.2336 -0.9749
H -3.8485 0.6355 -2.9746
H -2.1265 1.0717 -2.8146
H -3.1450 1.0557 -1.3920
O 0.3772 -4.0919 -0.0419
S 0.7966 -2.8740 0.6756
O 1.1759 -1.8108 -0.3401
O -0.4141 -2.2440 1.3473
O 1.8794 -3.1149 1.6126
C 2.2746 0.2894 -3.0089
S 1.3262 -1.1891 -3.2607
C 2.6142 -2.3086 -2.7392
O 1.2319 -1.3835 -4.7627
H 3.2640 0.1386 -3.4485
H 2.3255 0.5053 -1.9397
H 1.7319 1.0951 -3.4985
H 2.9684 -2.0309 -1.7509
H 3.3886 -2.2503 -3.5080
H 2.1819 -3.3067 -2.6770
*
```

Computed properties:
ΔE to the lowest compared entry with this formula, charge and spin ... 0.000 eV
Gap between HOMO and LUMO (alpha / beta) ... 3.881 / 5.290 eV
E_LUMO (alpha / beta) ... 4.769 / 4.764 eV
HOMO (alpha / beta) ... 0.9 / -0.5 eV

Results of the Mulliken charge analysis, in e, for atoms 1 through 5: 0.327, -1.622, 0.331, -0.484, 0.716